[1]
This record from OMol25 describes a cluster of 4 separate species, C62H56NO11P in total in a non-equilibrium geometry. The level of theory is ωB97M-V/def2-TZVPD.

- HOMO-LUMO gap: 8.136 eV
- SMILES: CC(=O)OCCCCCCCC[PH](CCc1ccccc1)(COO)OC#N.O=C1c2ccccc2C(=O)c2ccccc21.O=C1c2ccccc2C(=O)c2ccccc21.O=C1c2ccccc2C(=O)c2ccccc21

```
131
Properties=species:S:1:pos:R:3:forces:R:3
C 2.250 -6.462 -0.110 0.235 0.389 -0.851
C 3.606 -5.841 -0.484 0.482 -0.748 1.289
O 4.567 -6.036 0.218 -0.396 0.296 -0.736
O 3.696 -5.088 -1.631 -0.558 -0.220 0.395
C 3.261 -3.739 -1.403 -0.179 0.639 -0.177
C 2.820 -3.061 -2.721 -0.140 -0.483 0.563
C 1.280 -2.926 -2.794 0.795 0.956 -0.310
C 0.835 -2.013 -3.979 -0.163 -0.152 0.029
C -0.391 -2.585 -4.722 0.137 0.049 0.247
C -1.677 -2.469 -3.831 1.085 -0.629 -0.602
C -2.249 -3.884 -3.612 -1.063 0.049 0.269
C -3.258 -3.967 -2.422 0.451 -0.321 -0.679
P -2.491 -3.417 -0.803 -2.303 1.877 -0.373
C -2.949 -4.064 0.861 0.128 -0.311 1.073
C -2.838 -2.998 2.021 -0.063 -0.256 -0.906
C -1.686 -2.022 1.850 1.263 -1.064 -0.202
C -1.960 -0.683 2.006 0.647 -0.173 -0.155
C -0.918 0.231 1.812 -0.702 0.469 0.072
C 0.345 -0.189 1.468 0.707 0.512 -0.161
C 0.675 -1.542 1.328 -0.319 0.395 0.066
C -0.325 -2.457 1.523 -2.299 -0.172 0.379
C -3.827 -2.049 -0.713 -0.084 1.216 0.851
O -5.135 -2.572 -0.487 0.299 -0.834 -0.022
O -6.053 -1.869 -1.319 -0.204 0.682 -0.440
O -1.070 -4.513 -0.986 0.403 -0.979 0.201
C -1.360 -5.754 -1.124 -0.166 -1.052 -0.891
N -1.660 -6.855 -1.385 0.440 1.304 0.666
H 2.396 -7.476 0.272 0.161 0.227 -0.141
H 1.624 -6.488 -1.010 -0.164 0.022 0.445
H 1.788 -5.883 0.700 0.030 -0.004 -0.343
H 2.402 -3.703 -0.710 0.227 -0.286 -0.066
H 4.088 -3.196 -0.917 -0.154 -0.143 -0.185
H 3.151 -3.688 -3.560 0.206 0.339 0.130
H 3.311 -2.079 -2.745 -0.235 -0.157 -0.350
H 0.851 -3.933 -2.863 -0.119 0.277 0.206
H 0.983 -2.404 -1.871 -0.259 -0.620 -0.051
H 0.571 -1.038 -3.538 0.143 -0.102 -0.366
H 1.674 -1.835 -4.668 -0.198 -0.126 0.135
H -0.531 -2.144 -5.719 0.042 0.145 0.348
H -0.166 -3.648 -4.906 -0.201 0.258 -0.034
H -2.403 -1.792 -4.304 0.018 -0.288 0.195
H -1.343 -1.986 -2.903 -0.305 -0.212 -0.051
H -1.483 -4.665 -3.545 0.013 0.390 0.133
H -2.848 -4.130 -4.505 0.261 -0.065 0.176
H -3.727 -4.959 -2.349 0.485 0.081 0.114
H -4.079 -3.303 -2.719 0.169 0.013 0.668
H -1.561 -2.356 -0.860 0.107 -0.641 0.025
H -3.995 -4.403 0.836 0.281 0.136 -0.259
H -2.365 -4.925 1.211 0.053 0.061 -0.684
H -3.782 -2.439 2.038 0.289 0.004 0.135
H -2.783 -3.555 2.969 0.096 0.145 -0.243
H -2.978 -0.390 2.257 0.297 0.200 -0.043
H -1.151 1.290 1.915 0.275 -0.152 -0.078
H 1.112 0.564 1.291 -0.127 -0.144 0.087
H 1.688 -1.843 1.073 -0.179 0.014 0.055
H -0.137 -3.526 1.424 -0.025 0.193 -0.002
H -3.642 -1.319 0.099 0.142 -0.250 -0.257
H -3.797 -1.433 -1.626 -0.044 -0.500 0.035
H -6.812 -2.467 -1.359 0.191 -0.180 0.172
O 6.209 5.123 -3.488 -0.021 -0.026 -0.007
C 5.596 4.116 -3.777 0.205 0.311 0.090
C 6.273 2.791 -3.787 -0.082 -0.115 -0.040
C 7.616 2.707 -3.441 0.170 -0.062 0.048
C 8.247 1.475 -3.409 -0.063 -0.030 -0.017
C 7.538 0.319 -3.722 0.005 0.070 0.004
C 6.204 0.398 -4.085 0.116 -0.141 0.022
C 5.568 1.634 -4.124 0.065 0.125 0.055
C 4.140 1.707 -4.532 -0.174 -0.311 -0.096
O 3.542 0.708 -4.876 -0.025 -0.023 0.020
C 3.457 3.028 -4.502 0.077 0.110 0.032
C 2.113 3.109 -4.844 -0.177 0.057 -0.021
C 1.457 4.328 -4.789 0.058 0.032 0.024
C 2.142 5.472 -4.390 0.004 -0.078 -0.021
C 3.486 5.398 -4.061 -0.130 0.149 -0.008
C 4.150 4.179 -4.120 -0.083 -0.123 -0.019
H 8.167 3.605 -3.192 -0.131 0.059 -0.012
H 9.292 1.411 -3.135 -0.016 0.003 -0.003
H 8.030 -0.645 -3.685 -0.008 0.014 -0.008
H 5.656 -0.501 -4.333 -0.096 0.095 -0.042
H 1.578 2.220 -5.150 0.127 -0.062 0.034
H 0.409 4.389 -5.052 0.014 -0.003 0.007
H 1.626 6.422 -4.339 0.011 -0.012 -0.004
H 4.017 6.289 -3.754 0.117 -0.093 -0.007
O -2.054 3.337 -0.463 0.020 -0.009 0.033
C -3.052 3.966 -0.750 0.280 -0.219 0.070
C -4.170 3.318 -1.488 -0.108 0.070 -0.030
C -4.075 1.974 -1.829 -0.060 -0.158 -0.060
C -5.126 1.350 -2.480 0.006 0.048 -0.019
C -6.278 2.066 -2.793 0.076 0.012 0.022
C -6.370 3.409 -2.471 -0.126 -0.131 -0.089
C -5.316 4.042 -1.822 0.130 -0.077 0.058
C -5.422 5.490 -1.496 -0.319 0.199 -0.101
O -6.395 6.132 -1.835 0.030 -0.015 0.013
C -4.313 6.132 -0.740 0.111 -0.085 0.029
C -4.410 7.475 -0.395 0.026 0.174 0.077
C -3.399 8.076 0.337 0.040 -0.069 -0.001
C -2.286 7.338 0.727 -0.062 0.011 -0.043
C -2.178 6.003 0.374 0.119 0.114 0.094
C -3.187 5.396 -0.365 -0.122 0.082 -0.024
H -3.182 1.414 -1.580 0.039 0.122 0.072
H -5.054 0.301 -2.740 -0.040 0.016 0.034
H -7.103 1.573 -3.291 0.015 0.006 0.001
H -7.264 3.966 -2.719 0.082 0.113 0.047
H -5.277 8.048 -0.694 -0.044 -0.131 -0.049
H -3.479 9.121 0.608 -0.001 -0.017 -0.004
H -1.502 7.807 1.307 -0.008 -0.011 -0.011
H -1.310 5.432 0.676 -0.061 -0.099 -0.084
O 0.652 1.989 5.990 0.009 -0.018 0.032
C 0.843 1.106 6.802 -0.069 0.266 -0.279
C 0.556 -0.314 6.465 0.022 -0.077 0.087
C 0.084 -0.631 5.198 -0.065 -0.095 -0.132
C -0.153 -1.953 4.850 0.078 0.062 0.276
C 0.086 -2.961 5.781 -0.037 0.075 -0.107
C 0.541 -2.650 7.053 -0.058 -0.210 -0.100
C 0.773 -1.326 7.402 0.010 0.131 -0.069
C 1.244 -1.003 8.775 0.045 -0.304 0.261
O 1.380 -1.877 9.606 0.001 0.037 -0.021
C 1.551 0.415 9.106 -0.025 0.099 -0.103
C 2.026 0.732 10.373 0.077 0.091 0.151
C 2.346 2.043 10.683 -0.019 0.021 -0.068
C 2.193 3.044 9.729 -0.014 -0.073 0.022
C 1.706 2.735 8.470 0.058 0.167 0.087
C 1.379 1.422 8.155 0.034 -0.104 0.094
H -0.097 0.155 4.478 0.057 0.072 0.089
H -0.512 -2.182 3.854 0.097 -0.009 0.325
H -0.085 -3.996 5.512 0.005 0.008 0.015
H 0.720 -3.438 7.772 0.019 0.112 0.086
H 2.150 -0.046 11.114 -0.039 -0.086 -0.113
H 2.720 2.287 11.670 -0.005 -0.006 -0.015
H 2.453 4.067 9.971 -0.009 -0.014 -0.005
H 1.585 3.515 7.730 -0.064 -0.111 -0.077
```
Positions in Å, forces in eV/Å.



[2]
This record from OMol25 describes a structure of composition C62H69CrF2Ge2N5 in a non-equilibrium geometry. The level of theory is ωB97M-V/def2-TZVPD.

- HOMO-LUMO gap (spin up / spin down): 5.663 / 5.759 eV
- Multiplicity: 3

```
141
Properties=species:S:1:pos:R:3:forces:R:3
Cr 0.137 -0.008 0.396 -0.421 0.500 1.730
C 2.658 4.856 3.996 0.039 -0.006 -0.035
C 3.145 4.333 2.635 -0.151 0.009 0.145
C 2.058 3.661 1.851 0.147 -0.025 0.002
C 1.293 4.195 0.867 -0.019 0.142 -0.121
C 1.399 5.563 0.259 0.081 -0.094 -0.042
C 2.462 5.606 -0.850 -0.054 -0.025 -0.011
C 0.405 3.144 0.430 -0.042 -0.023 0.013
N 0.627 1.985 1.121 0.014 -0.099 -0.030
C 1.645 2.283 1.984 -0.122 0.074 0.046
C 2.288 1.400 2.827 0.232 0.064 0.048
C 1.952 0.080 2.997 -0.004 -0.189 0.006
C 2.607 -0.822 3.928 0.097 0.216 -0.027
C 3.833 -0.498 4.723 -0.120 0.104 0.126
C 3.523 0.228 6.041 -0.008 -0.015 -0.038
C 1.874 -1.960 3.928 -0.069 -0.189 0.046
C 0.785 -1.739 2.999 0.064 0.039 -0.052
C -0.286 -2.586 2.854 0.093 -0.301 0.109
C -1.397 -2.313 2.085 -0.244 0.139 0.142
N -1.552 -1.216 1.289 -0.118 -0.221 -0.360
C -2.778 -1.387 0.711 0.029 -0.019 0.093
C -3.343 -0.536 -0.213 -0.210 -0.143 -0.120
C -2.778 0.622 -0.685 0.034 0.192 -0.020
N -1.547 1.110 -0.321 -0.011 -0.188 -0.421
C -1.509 2.369 -0.848 -0.100 -0.027 0.014
C -0.559 3.312 -0.537 0.047 0.156 -0.026
C -2.682 2.650 -1.635 -0.049 0.130 0.050
C -3.490 1.563 -1.515 -0.051 -0.045 -0.081
C -4.872 1.354 -2.065 -0.038 0.070 0.166
C -5.990 1.736 -1.079 0.092 -0.029 -0.072
C -2.932 3.940 -2.354 -0.053 0.052 0.189
C -3.563 5.020 -1.462 0.054 -0.040 0.002
C -3.420 -2.602 1.163 -0.065 0.026 -0.186
C -2.548 -3.190 2.018 0.132 -0.117 0.110
C -2.699 -4.487 2.758 -0.043 0.178 0.110
C -3.313 -4.309 4.154 0.053 0.021 -0.048
C -4.772 -3.079 0.724 -0.076 0.119 0.131
C -5.923 -2.362 1.449 0.072 -0.013 0.001
N 0.891 -0.524 2.390 0.279 0.000 -0.267
C 2.070 -3.203 4.742 -0.120 0.088 0.043
C 1.205 -3.230 6.011 0.040 0.016 -0.038
H 3.475 5.332 4.547 -0.084 -0.051 -0.050
H 2.259 4.041 4.608 0.031 0.066 -0.066
H 1.861 5.593 3.864 0.064 -0.086 0.007
H 3.978 3.641 2.786 -0.010 0.033 -0.027
H 3.544 5.164 2.049 -0.003 -0.006 0.002
H 1.642 6.290 1.037 0.009 0.017 -0.021
H 0.439 5.867 -0.159 -0.042 0.023 0.053
H 3.457 5.402 -0.449 -0.051 -0.018 -0.018
H 2.483 6.581 -1.345 -0.004 -0.083 0.060
H 2.250 4.843 -1.608 0.019 0.091 0.082
H 3.113 1.789 3.414 -0.053 -0.050 -0.062
H 4.501 0.117 4.116 0.048 0.000 -0.002
H 4.375 -1.421 4.938 0.003 -0.001 -0.005
H 3.003 1.172 5.855 0.038 -0.087 0.016
H 4.440 0.446 6.597 -0.076 -0.017 -0.056
H 2.876 -0.384 6.675 0.054 0.055 -0.053
H -0.284 -3.507 3.428 0.020 0.072 -0.073
H -4.347 -0.767 -0.554 0.126 -0.028 -0.004
H -0.634 4.278 -1.020 0.026 -0.056 0.010
H -4.998 0.307 -2.352 0.011 0.055 -0.036
H -4.977 1.940 -2.982 -0.016 -0.011 0.008
H -5.904 1.159 -0.155 -0.007 0.035 -0.045
H -6.976 1.547 -1.512 0.102 0.004 0.027
H -5.934 2.792 -0.813 0.015 -0.020 0.001
H -3.577 3.745 -3.213 -0.021 0.023 -0.030
H -1.988 4.310 -2.758 -0.014 -0.022 -0.047
H -4.541 4.703 -1.094 0.047 0.008 -0.013
H -3.693 5.957 -2.012 0.019 -0.091 0.042
H -2.932 5.218 -0.589 -0.076 -0.016 -0.097
H -1.724 -4.970 2.850 0.005 -0.039 -0.021
H -3.323 -5.162 2.171 -0.017 -0.024 -0.011
H -2.703 -3.634 4.760 -0.044 -0.038 -0.037
H -3.392 -5.264 4.679 0.009 0.054 -0.046
H -4.313 -3.874 4.080 0.046 -0.013 0.012
H -4.849 -4.153 0.906 0.003 0.013 -0.015
H -4.879 -2.940 -0.355 0.000 -0.011 0.015
H -5.866 -2.537 2.527 0.000 0.023 -0.092
H -6.893 -2.719 1.095 0.058 0.018 0.015
H -5.876 -1.281 1.288 0.004 -0.100 0.012
H 3.123 -3.281 5.022 0.025 -0.031 -0.004
H 1.844 -4.079 4.128 0.018 -0.007 -0.004
H 1.484 -2.416 6.684 -0.030 -0.035 -0.034
H 1.323 -4.174 6.550 0.004 0.057 -0.037
H 0.148 -3.105 5.764 0.044 -0.010 0.022
F 4.939 2.389 -0.664 0.110 0.171 -0.064
C 4.267 1.253 -0.404 -0.019 -0.042 0.047
C 2.893 1.284 -0.402 -0.128 0.224 0.053
C 2.165 0.136 -0.122 -0.110 0.042 -0.220
C 2.877 -1.060 0.079 -0.216 -0.114 0.114
C 4.264 -1.027 0.103 0.043 -0.002 -0.023
F 4.967 -2.150 0.361 0.125 -0.063 0.014
C 4.994 0.115 -0.128 0.180 -0.038 0.035
C 2.067 -2.278 0.134 -0.106 0.242 -0.154
C 2.557 -3.578 0.233 0.049 -0.039 0.103
C 1.691 -4.642 0.098 0.071 -0.134 0.018
C 0.358 -4.398 -0.179 -0.179 -0.005 -0.143
C -0.068 -3.088 -0.254 0.087 0.140 0.227
N 0.744 -2.040 -0.043 0.112 -0.631 -0.216
H 2.413 2.236 -0.599 0.096 -0.096 0.145
H 6.076 0.109 -0.105 -0.104 -0.004 -0.022
H 3.606 -3.740 0.416 -0.053 -0.011 -0.042
H 2.062 -5.658 0.187 -0.029 0.077 -0.010
H -0.354 -5.201 -0.327 0.042 0.061 -0.028
H -1.106 -2.860 -0.451 0.008 0.036 -0.026
C -0.705 -1.653 -5.508 0.280 0.122 -0.139
Ge -1.252 -1.821 -3.634 -0.175 -0.117 0.269
C -3.174 -1.426 -3.615 -0.156 0.159 -0.113
C -1.287 -3.778 -3.387 -0.133 -0.096 0.201
Ge 0.215 -0.325 -2.237 0.225 -0.118 -0.900
C 1.948 -1.041 -2.926 0.169 -0.055 0.066
C 2.085 -2.413 -3.149 0.093 0.011 0.073
C 3.284 -2.971 -3.589 -0.045 0.051 0.028
C 4.386 -2.158 -3.809 -0.016 0.094 0.019
C 4.272 -0.785 -3.604 -0.089 -0.078 0.026
C 3.068 -0.238 -3.174 -0.017 -0.160 -0.264
C -0.007 1.349 -3.286 0.103 0.291 0.114
C 0.867 2.435 -3.136 -0.053 -0.072 -0.150
C 0.756 3.571 -3.931 -0.093 -0.097 -0.053
C -0.253 3.658 -4.886 0.031 -0.049 0.031
C -1.156 2.611 -5.023 0.095 -0.018 0.071
C -1.033 1.475 -4.227 0.030 0.094 0.059
H -1.350 -2.331 -6.076 0.080 0.064 -0.004
H 0.338 -1.960 -5.636 -0.145 0.031 -0.016
H -0.817 -0.639 -5.896 0.036 -0.139 0.015
H -3.675 -2.154 -4.264 0.063 0.109 0.065
H -3.394 -0.417 -3.981 -0.079 -0.222 0.104
H -3.568 -1.524 -2.605 -0.030 -0.015 -0.052
H -1.488 -4.209 -4.375 -0.014 0.036 0.126
H -2.111 -4.054 -2.718 0.143 0.008 -0.067
H -0.370 -4.216 -3.007 0.024 -0.090 0.028
H 1.247 -3.076 -2.964 0.056 0.049 0.008
H 3.353 -4.042 -3.758 -0.013 0.084 0.037
H 5.325 -2.587 -4.142 -0.065 0.040 0.024
H 5.126 -0.137 -3.773 -0.070 -0.046 -0.012
H 3.010 0.834 -3.049 -0.017 -0.001 0.018
H 1.638 2.406 -2.372 -0.089 -0.019 -0.207
H 1.457 4.390 -3.808 -0.026 -0.024 0.007
H -0.339 4.542 -5.511 0.006 -0.074 0.052
H -1.960 2.680 -5.748 0.039 -0.018 0.032
H -1.766 0.681 -4.340 0.159 0.227 -0.005
```
Positions in Å, forces in eV/Å.



One value per record, in order, for total energy: -3619.8506 -8075.8664 hartree.